Density functional theory data (wB97M-V/def2-TZVPD) for a structure of composition C31H40Cl2FeNP3S3Si.

Electronic energy ... -161967.3582 eV
M ... 770.628 u
Charge ... +1
Energy relative to the best compared isomer or geometry (same formula, charge and spin) ... 27.11 kcal/mol
Multiplicity ... 6
<S²> ... 8.769

Structure (XYZ):
```
82
Properties=species:S:1:pos:R:3:lowdin_charge:R:1
Fe -0.17 -0.03 0.69 0.312
C -3.02 3.10 -3.29 -0.180
Si -4.18 1.83 -2.55 0.509
C -5.90 2.55 -2.50 -0.180
C -4.15 0.22 -3.48 -0.172
C -3.67 1.50 -0.74 -0.223
C -4.54 1.76 0.31 -0.045
C -4.18 1.52 1.64 -0.034
C -2.94 1.01 1.90 -0.134
N -2.07 0.74 0.91 -0.097
C -2.42 0.97 -0.37 -0.716
S -1.15 0.58 -1.50 0.664
H -3.35 3.33 -4.30 0.040
H -1.99 2.75 -3.34 0.004
H -3.04 4.03 -2.71 0.036
H -6.22 2.78 -3.52 0.041
H -5.93 3.49 -1.94 0.039
H -6.64 1.87 -2.08 0.040
H -4.45 0.37 -4.52 0.040
H -4.86 -0.48 -3.04 0.041
H -3.17 -0.24 -3.47 0.006
H -5.52 2.16 0.10 0.103
H -4.87 1.73 2.45 0.114
H -2.61 0.80 2.90 0.046
C 3.51 -0.26 1.11 -0.228
P 2.02 0.14 2.08 0.853
C 2.30 -0.72 3.66 -0.288
C 2.29 1.90 2.48 -0.401
C 3.07 2.28 3.57 -0.083
C 3.30 3.62 3.83 -0.051
C 2.77 4.60 3.01 -0.055
C 1.99 4.23 1.92 -0.074
C 1.75 2.89 1.65 -0.378
P 0.72 2.34 0.25 0.833
C -0.57 3.61 0.10 -0.228
C 1.76 2.59 -1.22 -0.228
H 4.37 0.19 1.59 0.065
H 3.42 0.10 0.08 0.033
H 3.62 -1.34 1.08 0.001
H 3.37 -0.74 3.89 0.062
H 1.94 -1.74 3.57 -0.032
H 1.77 -0.20 4.46 0.012
H 3.50 1.53 4.22 0.104
H 3.90 3.90 4.69 0.115
H 2.95 5.64 3.21 0.115
H 1.58 5.00 1.28 0.103
H -0.12 4.60 -0.05 0.052
H -1.18 3.63 1.00 0.060
H -1.20 3.37 -0.76 0.021
H 2.15 3.61 -1.23 0.059
H 1.15 2.42 -2.11 0.032
H 2.59 1.88 -1.23 0.034
Cl -0.55 1.37 4.59 0.566
C -1.06 -0.28 5.00 -0.943
Cl -1.02 -1.33 3.58 0.562
H -2.08 -0.24 5.38 0.035
H -0.38 -0.67 5.75 0.034
S 2.20 -3.71 1.75 0.293
P 1.17 -3.36 0.14 0.148
S -0.60 -2.27 0.39 0.303
C 2.15 -2.47 -1.12 -0.393
C 3.51 -2.76 -1.21 -0.113
C 4.30 -2.11 -2.14 -0.065
C 3.74 -1.16 -2.99 -0.071
C 2.38 -0.88 -2.92 -0.080
C 1.59 -1.54 -1.99 -0.144
C 0.58 -4.86 -0.69 -0.395
C 0.86 -6.10 -0.15 -0.097
C 0.42 -7.25 -0.80 -0.069
C -0.29 -7.15 -1.98 -0.071
C -0.57 -5.90 -2.53 -0.071
C -0.13 -4.76 -1.88 -0.099
H 3.94 -3.48 -0.53 0.091
H 5.35 -2.34 -2.21 0.111
H 4.36 -0.65 -3.71 0.109
H 1.94 -0.16 -3.59 0.108
H 0.52 -1.35 -1.96 0.005
H 1.42 -6.17 0.78 0.067
H 0.64 -8.22 -0.37 0.109
H -0.63 -8.05 -2.48 0.108
H -1.12 -5.83 -3.45 0.108
H -0.36 -3.78 -2.31 0.097
```

=====

Density functional theory data (wB97M-V/def2-TZVPD) for a cluster of 3 separate species, C4H7FN2O in total.

Electronic energy ... -12001.0389 eV
M ... 118.111 u
Charge ... 0
Energy relative to the best compared isomer or geometry (same formula, charge and spin) ... 138.78 kcal/mol
Multiplicity ... 1

Structure (XYZ):
```
15
Properties=species:S:1:pos:R:3:nbo_charge:R:1
C -3.24 0.79 -0.06 0.073
C 2.05 1.58 -0.67 -0.428
C -0.48 -1.83 0.70 -0.306
C 0.04 0.45 0.25 0.553
N -3.39 1.26 -1.10 -0.312
N 1.21 0.51 -0.14 -0.140
O -0.74 -0.44 0.74 -0.495
F 2.12 -0.97 -0.29 -0.554
H 2.76 0.91 -1.16 0.259
H 1.44 2.21 -1.34 0.237
H 2.45 1.99 0.27 0.225
H -0.42 -2.35 1.67 0.201
H 0.56 -1.93 0.38 0.255
H -1.29 -2.33 -0.01 0.195
H -3.06 0.15 0.76 0.234
```

=====

Density functional theory data (wB97M-V/def2-TZVPD) for a structure of composition C23H34IrN4O2S.

Electronic energy ... -48106.5430 eV
M ... 622.835 u
Charge ... +3
Multiplicity ... 5
<S²> ... 6.026

Structure (XYZ):
```
65
Properties=species:S:1:pos:R:3:nbo_charge:R:1
Ir -0.17 -0.27 0.53 1.273
C 2.42 2.01 -0.58 -0.665
C 1.06 1.91 0.04 0.022
C -0.09 2.31 -0.66 -0.227
C -1.32 2.53 -0.02 0.111
C -2.47 3.07 -0.79 -0.664
C -1.42 2.28 1.36 -0.172
C -0.33 1.80 2.09 0.006
C -0.39 1.68 3.58 -0.658
C 0.90 1.56 1.41 -0.294
H 3.14 1.37 -0.08 0.244
H 2.76 3.04 -0.45 0.274
H 2.40 1.80 -1.64 0.255
H 0.00 2.56 -1.71 0.256
H -2.78 2.37 -1.57 0.248
H -2.17 3.99 -1.31 0.273
H -3.32 3.30 -0.16 0.241
H -2.34 2.51 1.88 0.240
H 0.38 1.02 3.98 0.238
H -1.37 1.34 3.92 0.240
H -0.23 2.67 4.00 0.282
H 1.79 1.36 1.99 0.269
N 0.17 -0.99 -1.70 -0.803
C 1.36 -0.66 -2.41 0.172
C 2.56 -1.32 -2.12 -0.269
C 3.69 -1.02 -2.86 -0.161
C 3.64 -0.06 -3.87 -0.171
C 2.45 0.60 -4.14 -0.178
C 1.31 0.31 -3.41 -0.276
H 0.10 -1.99 -1.51 0.411
H -0.65 -0.69 -2.20 0.415
H 2.60 -2.05 -1.33 0.220
H 4.62 -1.54 -2.66 0.247
H 4.53 0.16 -4.44 0.253
H 2.41 1.34 -4.93 0.251
H 0.37 0.80 -3.64 0.218
S 1.56 -1.84 1.38 -0.069
C 0.83 -3.21 2.16 0.358
N 0.38 -3.24 3.40 -0.524
C -0.03 -4.59 3.81 -0.232
C 0.20 -5.41 2.52 -0.232
N 0.75 -4.41 1.60 -0.534
H 0.37 -2.45 4.02 0.441
H -1.07 -4.59 4.14 0.230
H 0.59 -4.94 4.64 0.245
H -0.73 -5.82 2.12 0.229
H 0.90 -6.23 2.67 0.248
H 1.16 -4.65 0.71 0.444
O -2.58 -0.36 -0.03 -0.729
C -2.70 -1.27 0.83 0.778
O -1.71 -1.74 1.44 -0.701
C -4.09 -1.80 1.15 -0.158
N -5.10 -1.16 0.24 -0.508
C -6.35 -0.83 1.03 -0.228
C -6.10 -1.45 2.41 -0.425
C -4.58 -1.43 2.55 -0.403
H -4.11 -2.88 1.00 0.258
H -5.33 -1.74 -0.57 0.450
H -4.64 -0.32 -0.14 0.461
H -7.22 -1.25 0.54 0.256
H -6.47 0.25 1.08 0.237
H -6.48 -2.47 2.46 0.240
H -6.59 -0.88 3.20 0.270
H -4.22 -2.13 3.30 0.263
H -4.23 -0.43 2.81 0.217
```

=====

Density functional theory data (wB97M-V/def2-TZVPD) for a cluster of 2 separate species, CH4S2 in total.

Electronic energy ... -22771.0235 eV
M ... 80.177 u
Charge ... 0
Energy relative to the best compared isomer or geometry (same formula, charge and spin) ... 29.17 kcal/mol
Multiplicity ... 1

Structure (XYZ):
```
7
Properties=species:S:1:pos:R:3:nbo_charge:R:1
C -1.19 0.62 -0.23 -0.462
S -2.21 -0.61 -0.10 0.080
H -0.91 1.04 -1.19 0.192
H -0.75 1.08 0.65 0.183
S 1.74 -1.23 -0.05 -0.269
H 0.94 -0.85 0.95 0.139
H 2.38 -0.06 -0.04 0.137
```